[1]
Formula: C5H9NO
Source: OMol25
Level of theory: ωB97M-V/def2-TZVPD

Element x y z (Å)
C (1.393, 2.547, 1.014)
N (1.349, 1.315, 0.620)
C (0.228, 0.559, 0.230)
C (0.198, -0.752, -0.232)
C (1.445, -1.557, -0.391)
O (-0.918, -1.415, -0.594)
C (-2.176, -0.795, -0.480)
H (2.364, 2.936, 1.265)
H (0.525, 3.209, 1.094)
H (-0.732, 1.076, 0.310)
H (1.301, -2.554, 0.019)
H (2.257, -1.046, 0.118)
H (1.691, -1.661, -1.447)
H (-2.895, -1.525, -0.853)
H (-2.233, 0.114, -1.088)
H (-2.408, -0.555, 0.562)

Charge: 0
Energy relative to the best compared isomer or geometry (same formula, charge and spin), eV: 2.529
Total energy, hartree: -325.84460
Kohn-Sham gap, eV: 9.17
HOMO, eV: -8.21
SMILES: C=N/C=C(\C)OC


[2]
Formula: C12H23AlN2O3P2
Source: OMol25
Level of theory: ωB97M-V/def2-TZVPD

Element x y z (Å)
Al (0.000, 0.000, 0.000)
P (2.044, -1.021, 0.265)
C (2.348, -1.485, -1.543)
C (1.049, -1.788, -2.279)
N (-0.081, -1.228, -1.770)
C (-1.259, -1.448, -2.411)
C (-1.347, -2.226, -3.569)
C (-0.178, -2.789, -4.087)
C (1.040, -2.568, -3.438)
C (-2.500, -0.839, -1.772)
P (-2.077, 0.663, -0.701)
H (1.955, -2.988, -3.828)
H (-2.298, -2.393, -4.053)
H (-0.214, -3.391, -4.984)
H (-3.231, -0.558, -2.530)
H (-2.959, -1.599, -1.139)
H (2.812, -0.660, -2.024)
H (3.038, -2.327, -1.598)
H (1.765, 3.817, -2.397)
O (2.605, 3.689, -2.995)
H (2.359, 4.024, -3.902)
H (-1.550, 4.866, -0.345)
O (-1.165, 5.670, -0.824)
H (-1.614, 6.470, -0.417)
C (-2.298, 2.054, -1.950)
H (-3.281, 1.999, -2.418)
H (-2.203, 3.021, -1.456)
H (-1.539, 1.981, -2.729)
C (-3.639, 0.828, 0.338)
H (-3.597, 1.741, 0.932)
H (-4.521, 0.867, -0.301)
H (-3.734, -0.024, 1.011)
C (2.112, -2.704, 1.103)
H (3.034, -3.223, 0.844)
H (2.071, -2.584, 2.186)
H (1.266, -3.312, 0.785)
C (3.699, -0.250, 0.721)
H (3.726, -0.020, 1.786)
H (4.515, -0.934, 0.488)
H (3.848, 0.671, 0.156)
O (0.000, 0.000, 4.586)
C (0.000, 0.000, 3.316)
N (0.000, 0.000, 2.000)

Charge: +2
Energy relative to the best compared isomer or geometry (same formula, charge and spin), eV: 4.072
Total energy, hartree: -1730.91911
Kohn-Sham gap, eV: 7.78
HOMO, eV: -15.95


[3]
Formula: C3H12N2O
Source: OMol25
Level of theory: ωB97M-V/def2-TZVPD

Element x y z (Å)
N (2.404, 1.674, 0.741)
C (1.256, 0.766, 0.928)
C (0.002, 1.328, 0.307)
C (-1.196, 0.396, 0.373)
N (-2.349, 0.861, -0.398)
H (2.285, 2.306, -0.038)
H (3.230, 1.117, 0.572)
H (1.467, -0.198, 0.446)
H (1.130, 0.637, 1.999)
H (0.160, 1.508, -0.751)
H (-0.122, 2.367, 0.640)
H (-0.891, -0.599, 0.054)
H (-1.488, 0.280, 1.427)
H (-2.524, 0.274, -1.204)
H (-2.171, 1.767, -0.821)
O (-0.422, -4.593, -1.115)
H (-1.099, -4.756, -1.782)
H (0.330, -5.134, -1.378)

Charge: 0
Energy relative to the best compared isomer or geometry (same formula, charge and spin), eV: 0.491
Total energy, hartree: -306.22591
Kohn-Sham gap, eV: 9.80
HOMO, eV: -9.00
SMILES: NCCCN.O